Model A:
This record from OMol25 describes 2 unconnected molecules or ions with the total composition C4H13N3. The level of theory is ωB97M-V/def2-TZVPD.

Computed properties:
Total charge: +2

Each line ends with the natural charge from an NBO analysis.
Atoms and positions in Å:
C (-3.46, 0.14, 0.97)  0.190
C (-1.38, -0.32, -0.28)  -0.071
C (2.74, -0.40, 0.47)  -0.757
C (1.83, -1.16, -0.37)  0.200
N (-2.59, 0.41, 0.04)  -0.412
N (0.01, 1.67, -0.64)  -0.680
N (-0.03, 0.33, -0.05)  -0.417
H (-3.41, -0.72, 1.58)  0.227
H (-4.40, 0.59, 1.21)  0.265
H (-1.47, -1.20, 0.46)  0.239
H (-1.49, -0.50, -1.31)  0.249
H (3.28, 0.48, 0.09)  0.278
H (2.15, -0.14, 1.33)  0.258
H (3.45, -1.08, 0.95)  0.344
H (1.34, -1.97, 0.05)  0.217
H (2.02, -0.97, -1.35)  0.214
H (-2.58, 1.29, -0.44)  0.459
H (0.31, 1.58, -1.59)  0.377
H (0.63, 2.35, -0.27)  0.402
H (0.30, 0.66, 0.90)  0.418

Model B:
This record from OMol25 describes a gas-phase ion, C4H13N3 (charge +2). The level of theory is ωB97M-V/def2-TZVPD.

Computed properties:
Total charge: +2

Each line ends with the natural charge from an NBO analysis.
Atoms and positions in Å:
C (-0.17, 1.14, -1.54)  -0.238
C (-0.66, 0.02, -0.63)  -0.454
C (0.39, -1.10, -0.39)  -0.236
N (-0.20, -1.78, 2.33)  -0.720
C (0.95, -1.26, 1.98)  0.407
N (1.25, -0.83, 0.79)  -0.517
N (-0.67, 2.52, -1.12)  -0.670
H (0.91, 1.12, -1.69)  0.241
H (-0.52, 1.02, -2.55)  0.253
H (-1.01, 0.40, 0.33)  0.219
H (-1.54, -0.50, -1.02)  0.266
H (1.07, -1.01, -1.24)  0.239
H (0.03, -2.12, -0.35)  0.244
H (-0.22, -2.37, 3.16)  0.452
H (-0.95, -2.14, 1.75)  0.431
H (1.61, -0.93, 2.79)  0.257
H (2.21, -0.61, 0.57)  0.449
H (0.00, 3.26, -1.35)  0.470
H (-0.98, 2.46, -0.15)  0.449
H (-1.52, 2.70, -1.66)  0.458

Last place for stability: model A

Model A:
This record from OMol25 describes C4H8N4 in the gas phase. The level of theory is ωB97M-V/def2-TZVPD.

Computed properties:
Total charge: 0

Each line ends with the natural charge from an NBO analysis.
Atoms and positions in Å:
C (-1.51, -0.93, 0.83)  -0.433
C (-1.12, 0.80, -0.94)  0.324
C (0.47, 1.30, 0.79)  0.224
C (2.65, -0.51, -0.69)  -0.085
H (-0.47, -1.34, 0.87)  0.240
H (-2.28, -1.72, 0.97)  0.211
H (-1.64, -0.14, 1.61)  0.204
H (-2.38, -0.77, -1.09)  0.399
H (-1.44, 1.16, -1.92)  0.185
H (0.42, 2.12, 1.54)  0.185
H (3.51, 0.15, -0.52)  0.168
H (2.74, -1.28, -1.48)  0.175
N (-1.68, -0.34, -0.49)  -0.591
N (-0.24, 1.58, -0.37)  -0.568
N (1.40, 0.44, 0.97)  -0.347
N (1.55, -0.53, -0.07)  -0.290

Model B:
This record from OMol25 describes C4H8N4 in the gas phase. The level of theory is ωB97M-V/def2-TZVPD.

Computed properties:
Total charge: 0

Each line ends with the natural charge from an NBO analysis.
Atoms and positions in Å:
C (-0.17, 0.16, -0.41)  -0.014
C (-1.33, -0.10, 0.71)  -0.460
C (-0.17, 0.91, 0.94)  -0.063
C (0.78, -0.83, -0.27)  0.345
H (0.43, 0.80, -2.51)  0.395
H (-1.41, 0.91, -1.98)  0.386
H (-2.35, 0.41, 0.46)  0.220
H (-1.78, -1.23, 0.99)  0.255
H (-0.81, 2.00, 1.11)  0.246
H (1.01, 0.62, 2.48)  0.357
H (2.32, -0.85, 0.75)  0.386
H (0.54, -1.25, -1.89)  0.355
N (-0.55, 0.47, -1.86)  -0.861
N (1.13, 0.62, 1.51)  -0.449
N (1.33, -0.79, 1.09)  -0.460
N (1.02, -1.85, -1.12)  -0.637

Model C:
This record from OMol25 describes a molecular structure, C4H8N4. The level of theory is ωB97M-V/def2-TZVPD.

Computed properties:
Total charge: 0

Each line ends with the natural charge from an NBO analysis.
Atoms and positions in Å:
C (2.76, 0.11, 0.61)  -0.401
C (0.24, 0.08, 0.93)  0.348
C (-1.91, -0.45, 0.79)  0.236
C (-1.96, 0.54, -2.34)  -0.102
H (3.17, -0.72, -0.17)  0.181
H (3.57, 0.03, 1.29)  0.214
H (2.39, 0.97, 0.14)  0.215
H (1.37, -1.35, 1.66)  0.403
H (0.24, 0.94, 0.35)  0.178
H (-2.78, -0.80, 1.36)  0.176
H (-1.40, 1.44, -3.16)  0.185
H (-3.28, 0.29, -2.34)  0.249
N (1.51, -0.45, 1.01)  -0.580
N (-0.68, -0.53, 1.57)  -0.587
N (-2.22, -0.32, -0.40)  -0.362
N (-1.03, 0.21, -1.30)  -0.353

Model D:
This record from OMol25 describes C4H8N4 in the gas phase. The level of theory is ωB97M-V/def2-TZVPD.

Computed properties:
Total charge: 0

Each line ends with the natural charge from an NBO analysis.
Atoms and positions in Å:
C (-1.81, 1.27, -0.39)  -0.106
C (-1.94, -0.06, -0.23)  -0.102
C (0.16, 0.53, 0.15)  0.404
C (-0.33, -1.97, 0.34)  -0.404
N (-0.46, 1.65, -0.17)  -0.511
N (-0.73, -0.52, 0.12)  -0.374
N (2.62, 0.97, -0.47)  -0.638
N (1.87, 0.63, 0.58)  -0.428
H (-2.61, 2.00, -0.44)  0.210
H (-2.72, -0.83, -0.18)  0.217
H (-1.26, -2.51, 0.97)  0.195
H (-0.19, -2.63, -0.49)  0.212
H (0.51, -1.81, 1.05)  0.239
H (2.94, 0.16, -1.04)  0.357
H (2.36, 1.74, -1.08)  0.351
H (1.59, 1.36, 1.28)  0.378

Last place for stability: model C